{"formula": "C5H12N2O2", "method": "ωB97M-V/def2-TZVPD", "e_tot_ha": -457.686437, "max_force_ev_per_a": 4.228, "smiles": "CC(C)C(N)=O.NC=O", "e_above_lowest_kcal_mol": 39.2, "gap_ha": 0.3783, "charge": 0, "elements": ["H", "H", "C", "H", "O", "C", "H", "H", "N", "O", "H", "H", "H", "C", "N", "C", "H", "H", "H", "C", "H"], "positions_angstrom": [[-0.476917, -0.629884, -0.053710], [2.965490, -0.377197, -0.107157], [1.122314, 0.764968, -0.044332], [-2.438582, -3.053239, -0.425460], [-2.035043, -1.186215, 1.312106], [-0.386405, 0.803110, -0.849258], [-1.596992, -2.140020, -1.658708], [-1.458207, 1.566177, 0.724532], [-1.828114, -2.290080, -0.685934], [-0.395128, 0.572962, -2.054475], [0.565246, 0.369338, 2.015642], [1.815755, -0.734113, -1.438928], [1.582016, 1.602153, -0.579782], [1.910940, -0.489652, -0.377339], [-1.260286, 1.692679, -0.260693], [-1.506217, -1.354790, 0.230770], [1.534707, -1.340936, 0.199750], [-2.086577, 1.860120, -0.820619], [0.698950, 2.101122, 1.612673], [1.125011, 1.110031, 1.436076], [2.148039, 1.153466, 1.824845]], "atomic_forces_ev_per_a": [[-3.075, -2.820, 0.684], [-0.132, 0.097, -0.144], [-1.218, 0.190, -1.032], [-0.139, 0.386, -0.113], [0.262, -0.305, -0.604], [3.194, 2.588, -0.606], [0.190, -0.158, 0.283], [0.139, 0.045, -0.086], [0.193, 0.049, -0.247], [-0.385, -0.478, 1.085], [0.061, 0.058, 0.063], [0.125, 0.072, 0.116], [-0.113, -0.019, -0.089], [-0.334, -0.259, 0.063], [-0.370, -0.701, 0.048], [2.129, 1.592, 0.669], [0.037, -0.023, -0.030], [-0.009, -0.028, 0.052], [-0.089, -0.128, -0.001], [-0.375, 0.015, 0.033], [-0.091, -0.175, -0.143]], "mulliken_charge": [0.153, 0.420, 0.445, 0.248, -0.569, 0.356, 0.239, 0.266, -0.362, -0.629, 0.261, 0.323, 0.325, -1.301, -0.430, 0.185, 0.373, 0.272, 0.381, -1.368, 0.414]}